Entry 1:
Entry from the OMol25 dataset: a structure of composition C4H5NO2 in a non-equilibrium geometry (ωB97M-V/def2-TZVPD).

Computed properties:
F_max in Eh/bohr: 0.0197
HOMO-LUMO gap in Ha: 0.30699
LUMO in hartree: -0.01914

Each line ends with the Mulliken charge.
CARTESIAN COORDINATES (ANGSTROEM)
1 H 1.911 0.886 -1.283  0.2675
2 C 1.886 0.551 -0.241  -1.0760
3 H 2.369 1.315 0.379  0.3294
4 C -0.305 0.737 1.156  -0.3993
5 N -0.596 -1.278 -1.018  -0.1696
6 O -1.536 0.017 0.956  -0.3032
7 C 0.494 0.307 0.202  0.2675
8 O -2.432 -1.720 -0.570  -0.6275
9 H 2.479 -0.368 -0.179  0.2669
10 C -1.065 -0.651 -0.097  0.7652
11 H -2.902 -1.227 -1.261  0.3003
12 H -0.300 1.426 1.991  0.3789

Entry 2:
Entry from the OMol25 dataset: an isolated molecule of C4H5NO2 in a non-equilibrium geometry (ωB97M-V/def2-TZVPD).

Computed properties:
Structure (SMILES): Cc1coc(O)n1
F_max in Eh/bohr: 0.0494
HOMO-LUMO gap in Ha: 0.34317
LUMO in hartree: 0.02242

Each line ends with the Mulliken charge.
CARTESIAN COORDINATES (ANGSTROEM)
1 C -0.651 -0.346 -0.662  0.0063
2 O 2.427 0.546 0.503  -0.4926
3 C 1.363 -0.015 -0.063  0.6615
4 H 2.259 1.502 0.434  0.3609
5 H -0.150 -2.652 -0.803  0.3849
6 H -2.191 -0.048 0.832  0.3351
7 C -1.583 0.652 0.305  -0.7643
8 H -1.062 1.300 1.095  0.2582
9 O 1.321 -1.337 -0.215  -0.3135
10 C 0.005 -1.584 -0.616  -0.2325
11 N 0.347 0.616 -0.469  -0.4766
12 H -2.087 1.366 -0.340  0.2726

Entry 3:
Entry from the OMol25 dataset: an isolated molecule of C4H5NO2 (ωB97M-V/def2-TZVPD).

Computed properties:
Structure (SMILES): O=C/C=C\N=C/O
F_max in Eh/bohr: 0.0161
HOMO-LUMO gap in Ha: 0.34057
LUMO in hartree: 0.00709

Each line ends with the Mulliken charge.
CARTESIAN COORDINATES (ANGSTROEM)
1 H 1.301 0.914 1.008  0.3787
2 C -1.439 -0.257 0.145  -0.3767
3 N 0.763 -1.059 -0.437  -0.3603
4 H -2.129 1.726 -0.300  0.3229
5 C -0.440 -1.184 0.128  -0.2095
6 H -2.443 -0.571 0.384  0.3182
7 H -0.657 -2.206 0.420  0.3468
8 C 1.754 -0.284 -0.377  0.1126
9 O 2.097 0.564 0.567  -0.4628
10 O -0.118 1.655 -0.240  -0.6270
11 C -1.215 1.122 -0.165  0.1671
12 H 2.524 -0.419 -1.134  0.3899

Entry 4:
Entry from the OMol25 dataset: an isolated molecule of C4H5NO2 in a non-equilibrium geometry (ωB97M-V/def2-TZVPD).

Computed properties:
Structure (SMILES): O=CC(=O)N1CC1
F_max in Eh/bohr: 0.0276
HOMO-LUMO gap in Ha: 0.35581
LUMO in hartree: -0.00033

Each line ends with the Mulliken charge.
CARTESIAN COORDINATES (ANGSTROEM)
1 O 1.412 -1.727 -0.629  -0.5772
2 O 1.411 1.607 0.428  -0.4505
3 H -1.451 -1.324 -1.242  0.2636
4 C -1.513 -0.701 -0.324  -0.3222
5 C 1.851 0.484 0.366  0.0989
6 H 2.841 0.231 0.765  0.3620
7 H -0.813 1.489 -0.776  0.2091
8 H -1.174 1.292 0.992  0.2543
9 C 1.009 -0.690 -0.146  0.4183
10 N -0.252 -0.404 0.220  -0.0143
11 H -2.300 -1.023 0.345  0.2040
12 C -1.003 0.778 0.025  -0.4461

Entry 5:
Entry from the OMol25 dataset: an isolated molecule of C4H5NO2S in a non-equilibrium geometry (ωB97M-V/def2-TZVPD).

Computed properties:
Structure (SMILES): C=C/C(=N/O)SC=O
F_max in Eh/bohr: 0.1043
HOMO-LUMO gap in Ha: 0.31869
LUMO in hartree: -0.01735

Each line ends with the Mulliken charge.
CARTESIAN COORDINATES (ANGSTROEM)
1 C 0.053 -0.623 -0.508  0.7263
2 H 1.520 -1.985 -3.397  0.2632
3 S -0.650 1.162 -0.447  -0.1186
4 H 1.478 -2.803 -1.809  0.2843
5 C 1.071 -1.985 -2.393  -0.6952
6 H 0.282 0.166 -2.400  0.1558
7 H -0.086 -0.111 2.003  0.4138
8 C 0.331 -0.933 -1.867  -0.2062
9 N -0.057 -1.405 0.532  -0.3230
10 O 0.512 1.456 1.985  -0.5695
11 O -0.409 -1.083 1.780  -0.3424
12 H -0.386 3.021 1.081  0.3223
13 C -0.260 1.871 1.074  0.0892

Entry 6:
Entry from the OMol25 dataset: an isolated molecule of C4H5NO2S in a non-equilibrium geometry (ωB97M-V/def2-TZVPD).

Computed properties:
Structure (SMILES): O=S1(=O)CC2=N[C@@H]2C1
F_max in Eh/bohr: 0.1022
HOMO-LUMO gap in Ha: 0.36509
LUMO in hartree: 0.00349

Each line ends with the Mulliken charge.
CARTESIAN COORDINATES (ANGSTROEM)
1 C -0.104 -0.942 -0.851  -0.8796
2 O -1.999 -0.548 1.007  -0.5973
3 H 0.104 -0.460 -1.853  0.3324
4 N 1.951 0.540 -0.464  -0.5592
5 C -0.274 1.583 0.392  -0.7633
6 H 1.475 -1.052 0.865  0.4179
7 C 0.943 0.946 0.132  0.4944
8 S -1.503 0.127 -0.175  1.0277
9 C 1.078 -0.544 0.023  -0.1280
10 H -0.624 2.515 -0.106  0.3670
11 H -0.697 1.628 1.323  0.3560
12 O -2.432 0.609 -1.157  -0.5962
13 H -0.374 -1.901 -0.937  0.5283

Entry 7:
Entry from the OMol25 dataset: an isolated molecule of C4H5NO2S in a non-equilibrium geometry (ωB97M-V/def2-TZVPD).

Computed properties:
Structure (SMILES): O=C1NC[C@H](C=S)O1
F_max in Eh/bohr: 0.0540
HOMO-LUMO gap in Ha: 0.31279
LUMO in hartree: -0.03235

Each line ends with the Mulliken charge.
CARTESIAN COORDINATES (ANGSTROEM)
1 H 0.371 1.905 0.506  0.3336
2 C 1.777 -0.907 -0.291  -0.3998
3 S 3.247 -0.279 0.050  -0.1793
4 C -1.706 -0.517 -0.010  0.4278
5 O -0.585 -1.224 0.247  -0.3453
6 N -1.441 0.846 0.057  -0.1903
7 O -2.791 -1.013 -0.071  -0.5546
8 C -0.005 1.042 -0.027  -0.5324
9 H -2.077 1.480 -0.319  0.2350
10 C 0.514 -0.351 0.476  0.2412
11 H 0.758 -0.415 1.529  0.3250
12 H 1.629 -1.658 -1.068  0.3211
13 H 0.308 1.089 -1.078  0.3180

Entry 8:
Entry from the OMol25 dataset: a structure of composition C4H5NO2S in a non-equilibrium geometry (ωB97M-V/def2-TZVPD).

Computed properties:
F_max in Eh/bohr: 0.1450
HOMO-LUMO gap in Ha: 0.28612
LUMO in hartree: -0.05005

Each line ends with the Mulliken charge.
CARTESIAN COORDINATES (ANGSTROEM)
1 H 0.101 0.361 2.415  0.3258
2 H 0.846 0.307 -1.632  0.3945
3 S -2.659 1.045 -0.476  -0.2463
4 C 1.848 -0.636 0.364  0.3181
5 C 0.350 -0.274 0.129  0.5121
6 H -0.880 2.141 -1.979  0.1946
7 H -1.431 -0.615 1.228  0.2599
8 H 1.507 -1.554 2.025  0.4151
9 O 2.684 -0.327 -0.516  -0.6080
10 N -0.331 -0.657 1.415  -0.7181
11 O 2.201 -1.470 1.280  -0.4463
12 C -1.219 0.978 -1.229  -0.1268
13 C -0.039 0.201 -1.006  -0.2746

Entry 9:
Entry from the OMol25 dataset: an isolated molecule of C4H5NO3 in a non-equilibrium geometry (ωB97M-V/def2-TZVPD).

Computed properties:
Structure (SMILES): C1=NO[C@@H]2OCO[C@H]12
F_max in Eh/bohr: 0.1218
HOMO-LUMO gap in Ha: 0.40605
LUMO in hartree: 0.02539

Each line ends with the Mulliken charge.
CARTESIAN COORDINATES (ANGSTROEM)
1 C 0.094 0.453 0.752  0.0606
2 H 0.197 -1.560 1.479  0.3456
3 H -0.067 0.771 1.763  0.3863
4 N 1.905 -0.099 -0.573  -0.2923
5 O -1.036 -1.359 -0.179  -0.3812
6 C 1.320 0.935 -0.175  -0.1409
7 C 0.045 -0.939 0.570  -0.0111
8 O -1.360 0.829 0.243  -0.4554
9 H -0.469 0.158 -1.531  0.2817
10 C -1.292 -0.054 -0.856  -0.3101
11 H 1.624 2.023 -0.336  0.3230
12 O 1.308 -1.181 -0.010  -0.2158
13 H -2.269 0.025 -1.148  0.4094

Entry 10:
Entry from the OMol25 dataset: an isolated molecule of C4H5NO3 in a non-equilibrium geometry (ωB97M-V/def2-TZVPD).

Computed properties:
Structure (SMILES): C/N=C/[C@@]1(O)OC1=O
F_max in Eh/bohr: 0.0722
HOMO-LUMO gap in Ha: 0.34593
LUMO in hartree: 0.00838

Each line ends with the Mulliken charge.
CARTESIAN COORDINATES (ANGSTROEM)
1 C 1.455 -1.283 0.058  0.6819
2 H 2.469 1.849 0.496  0.3534
3 H -2.622 -1.074 -0.651  0.2587
4 C -2.205 -0.258 -0.060  -0.7358
5 O 1.615 -0.629 1.168  -0.3719
6 C -0.012 0.635 -0.163  -0.1254
7 N -0.775 -0.386 -0.055  -0.2721
8 O 1.698 -2.305 -0.466  -0.4849
9 O 2.408 1.184 -0.207  -0.4958
10 C 1.385 0.334 0.032  0.2695
11 H -2.584 -0.349 0.960  0.2710
12 H -2.542 0.698 -0.480  0.2893
13 H -0.291 1.585 -0.631  0.3622

Entry 11:
Entry from the OMol25 dataset: a structure of composition C4H5NO3 in a non-equilibrium geometry (ωB97M-V/def2-TZVPD).

Computed properties:
F_max in Eh/bohr: 0.0689
HOMO-LUMO gap in Ha: 0.32584
LUMO in hartree: 0.00117

Each line ends with the Mulliken charge.
CARTESIAN COORDINATES (ANGSTROEM)
1 H 0.821 1.264 1.057  0.3414
2 C -0.932 -1.158 0.863  0.6258
3 C -1.036 0.116 1.237  -0.6538
4 O -0.644 1.872 -0.295  -0.4798
5 H 0.020 2.512 -0.583  0.3808
6 N 0.662 -0.746 -1.517  -0.3367
7 O -1.219 -2.260 0.581  -0.4046
8 H -1.697 0.472 2.015  0.3604
9 C -0.076 0.946 0.531  -0.0712
10 O 2.101 -0.608 0.234  -0.5908
11 H 1.300 -1.290 -2.080  0.2316
12 H -0.296 -0.656 -1.810  0.2371
13 C 0.996 -0.465 -0.233  0.3599

Entry 12:
Entry from the OMol25 dataset: an isolated molecule of C4H5NO3 in a non-equilibrium geometry (ωB97M-V/def2-TZVPD).

Computed properties:
F_max in Eh/bohr: 0.1006
HOMO-LUMO gap in Ha: 0.33632
LUMO in hartree: 0.00088

Each line ends with the Mulliken charge.
CARTESIAN COORDINATES (ANGSTROEM)
1 H -2.633 -0.947 -1.990  0.3706
2 C 0.068 0.232 0.937  1.0593
3 C -2.141 -0.205 -0.198  0.2907
4 H 1.375 1.643 0.014  0.3572
5 N -0.709 1.280 1.307  -0.5367
6 H -1.392 -1.417 1.055  0.4394
7 C 1.125 0.596 -0.103  -1.0729
8 H 0.809 0.262 -1.124  0.2670
9 O 0.041 -0.799 1.661  -0.7260
10 O -2.252 -1.365 0.561  -0.4962
11 H 2.157 0.000 0.069  0.2776
12 C -1.487 0.751 0.431  0.2311
13 O -2.446 -0.144 -1.499  -0.4611

Entry 13:
Entry from the OMol25 dataset: a structure of composition C4H5NO3 in a non-equilibrium geometry (ωB97M-V/def2-TZVPD).

Computed properties:
F_max in Eh/bohr: 0.0253
HOMO-LUMO gap in Ha: 0.33712
LUMO in hartree: 0.01356

Each line ends with the Mulliken charge.
CARTESIAN COORDINATES (ANGSTROEM)
1 O -2.520 0.932 0.707  -0.5109
2 C 0.038 1.787 -0.031  -0.6104
3 O -1.093 1.653 -1.005  -0.3258
4 H -0.950 -2.342 0.065  0.2850
5 N -0.228 -0.406 0.237  -0.2516
6 H 0.185 -1.892 -1.223  0.3379
7 C -0.038 -1.789 -0.156  -0.9098
8 C -1.521 1.068 0.089  0.7954
9 H 0.770 -2.262 0.415  0.3003
10 H 0.422 2.782 0.101  0.4375
11 H 2.255 -0.466 0.504  0.3313
12 O 2.007 0.402 0.155  -0.4587
13 C 0.672 0.534 0.143  0.5800

Entry 14:
Entry from the OMol25 dataset: an isolated molecule of C4H5NO3S2 in a non-equilibrium geometry (ωB97M-V/def2-TZVPD).

Computed properties:
Structure (SMILES): NS(=O)(=O)/C=C/[C@H]1SC1=O
F_max in Eh/bohr: 0.1158
HOMO-LUMO gap in Ha: 0.35412
LUMO in hartree: -0.02041

Each line ends with the Mulliken charge.
CARTESIAN COORDINATES (ANGSTROEM)
1 H 1.204 -0.972 0.795  0.4193
2 C -1.158 -2.378 -1.358  0.2418
3 S -2.215 -2.260 -0.053  -0.0791
4 C -0.341 -2.213 -0.173  -0.2973
5 O -1.026 -2.502 -2.564  -0.5158
6 O 0.710 2.772 -1.089  -0.6254
7 H 0.121 3.259 1.531  0.2470
8 C 0.392 -0.890 0.096  0.2056
9 N -0.021 2.239 1.326  -0.4650
10 O 2.201 1.684 0.509  -0.6204
11 C 0.083 0.293 -0.407  -0.6983
12 H 0.080 -3.140 0.330  0.4488
13 S 0.868 1.820 -0.009  1.1602
14 H -0.720 0.477 -1.086  0.3584
15 H -0.178 1.810 2.152  0.2200

Entry 15:
Entry from the OMol25 dataset: an isolated molecule of C4H5NOS in a non-equilibrium geometry (ωB97M-V/def2-TZVPD).

Computed properties:
Structure (SMILES): C=C1CSNC1=O
F_max in Eh/bohr: 0.0378
HOMO-LUMO gap in Ha: 0.33796
LUMO in hartree: 0.02126

Each line ends with the Mulliken charge.
CARTESIAN COORDINATES (ANGSTROEM)
1 H 2.380 0.329 -0.152  0.2976
2 C 0.395 -1.190 0.052  0.4973
3 C -1.014 0.970 0.158  -0.4492
4 N -0.851 -1.651 -0.077  -0.1888
5 H 1.497 2.001 -0.370  0.3255
6 C 1.474 0.951 -0.160  -0.9564
7 C 0.341 0.327 0.080  0.3330
8 H -1.029 -2.616 0.052  0.2661
9 H -1.174 1.712 -0.652  0.3233
10 H -1.293 1.520 1.106  0.2906
11 S -2.171 -0.509 -0.086  -0.0880
12 O 1.444 -1.845 0.048  -0.6509

Entry 16:
Entry from the OMol25 dataset: an isolated molecule of C4H5NOS in a non-equilibrium geometry (ωB97M-V/def2-TZVPD).

Computed properties:
Structure (SMILES): Oc1c[nH]cc1S
F_max in Eh/bohr: 0.0224
HOMO-LUMO gap in Ha: 0.32221
LUMO in hartree: 0.02735

Each line ends with the Mulliken charge.
CARTESIAN COORDINATES (ANGSTROEM)
1 H 1.202 2.362 0.005  0.2976
2 N -1.384 -0.834 -0.001  0.0203
3 H 0.189 -2.306 -0.005  0.3610
4 C -0.144 0.994 0.007  0.8327
5 H 2.738 -1.332 0.007  0.1286
6 S 2.485 -0.022 -0.002  -0.3086
7 C -1.437 0.544 -0.001  -0.9588
8 H -2.168 -1.431 0.012  0.1584
9 C 0.724 -0.135 0.002  0.1432
10 O 0.217 2.322 -0.004  -0.5563
11 C -0.081 -1.256 -0.006  -0.5226
12 H -2.341 1.095 -0.016  0.4044

Entry 17:
Entry from the OMol25 dataset: an isolated molecule of C4H5NOS in a non-equilibrium geometry (ωB97M-V/def2-TZVPD).

Computed properties:
Structure (SMILES): Cc1oncc1S
F_max in Eh/bohr: 0.0317
HOMO-LUMO gap in Ha: 0.34322
LUMO in hartree: 0.02237

Each line ends with the Mulliken charge.
CARTESIAN COORDINATES (ANGSTROEM)
1 N 1.492 -1.785 -0.001  -0.4174
2 C -0.536 -0.793 0.008  0.3717
3 S -2.294 -0.653 -0.002  -0.2343
4 O 1.638 -0.423 0.000  -0.1525
5 H 1.442 2.076 -0.018  0.2855
6 H -0.110 2.042 -0.865  0.3491
7 C 0.425 0.165 0.001  0.5684
8 C 0.199 -2.012 0.002  -0.4000
9 C 0.386 1.651 0.002  -1.2335
10 H -2.343 0.683 -0.005  0.1136
11 H -0.155 -3.023 0.004  0.4276
12 H -0.144 2.073 0.875  0.3219

Entry 18:
Entry from the OMol25 dataset: an isolated molecule of C4H5NOS in a non-equilibrium geometry (ωB97M-V/def2-TZVPD).

Computed properties:
F_max in Eh/bohr: 0.1339
HOMO-LUMO gap (alpha / beta) in Ha: 0.26929 / 0.23735
LUMO (alpha / beta) in hartree: -0.03307 / -0.05801

Each line ends with the Mulliken charge.
CARTESIAN COORDINATES (ANGSTROEM)
1 H 0.095 1.828 -0.825  0.3152
2 H -1.635 -0.233 -1.106  0.3531
3 H -0.344 -2.331 -1.036  0.4328
4 C -1.133 -0.409 -0.181  -0.4753
5 H -1.457 1.425 0.639  0.3467
6 O 0.712 -1.765 0.419  -0.4877
7 S 3.137 0.295 -0.081  -0.0924
8 C -0.788 0.697 0.722  -0.4328
9 C 0.528 1.157 -0.061  -0.1019
10 H -0.459 0.297 1.802  0.2612
11 N 1.616 0.591 -0.026  -0.1058
12 C -0.272 -1.554 -0.268  -0.0130

Entry 19:
Entry from the OMol25 dataset: an isolated molecule of C4H5NOS in a non-equilibrium geometry (ωB97M-V/def2-TZVPD).

Computed properties:
Structure (SMILES): O=C1CN[C@H]1C=S
F_max in Eh/bohr: 0.0906
HOMO-LUMO gap in Ha: 0.31473
LUMO in hartree: -0.02647

Each line ends with the Mulliken charge.
CARTESIAN COORDINATES (ANGSTROEM)
1 H -1.114 -1.973 0.391  0.2942
2 O 1.458 -1.573 -0.512  -0.5403
3 C -1.234 -0.865 0.362  -0.3659
4 N 0.038 1.252 0.361  -0.5310
5 C 0.909 0.927 -0.692  -0.3156
6 H 1.879 1.532 -0.630  0.2542
7 H -0.886 1.427 0.139  0.2715
8 S -2.427 -0.242 -0.470  -0.2839
9 H 0.401 0.829 -1.708  0.2413
10 H 0.123 -0.650 1.932  0.2984
11 C -0.134 -0.144 0.935  0.3442
12 C 0.987 -0.521 -0.107  0.3327

Entry 20:
Entry from the OMol25 dataset: an isolated molecule of C4H5NOS2 in a non-equilibrium geometry (ωB97M-V/def2-TZVPD).

Computed properties:
Structure (SMILES): OC(=S)[C@@H]1N[C@@H]1C=S
F_max in Eh/bohr: 0.0375
HOMO-LUMO gap in Ha: 0.30354
LUMO in hartree: -0.02646

Each line ends with the Mulliken charge.
CARTESIAN COORDINATES (ANGSTROEM)
1 S 1.553 0.740 1.489  -0.2197
2 C 0.600 -1.537 0.287  0.0008
3 H -2.082 0.491 0.952  0.3743
4 H -1.199 -1.911 -0.901  0.3742
5 N -0.589 -1.566 1.143  -0.6857
6 H 2.492 -0.672 -0.189  0.3222
7 O -1.804 0.991 0.154  -0.4570
8 H -0.524 -0.762 1.854  0.3020
9 S -0.542 0.888 -2.110  -0.2469
10 C -1.055 0.267 -0.693  0.1715
11 C 1.656 -0.512 0.496  -0.3067
12 H 1.004 -2.555 0.024  0.3580
13 C -0.752 -1.153 -0.260  0.0130

In the order shown, the computed energy above the lowest of the compared OMol25 structures with the same formula, charge and spin values come out to 180.4; 88.7; 37.2; 63.6; 122.0; 115.0; 31.8; 130.6; 109.3; 78.5; 66.6; 101.2; 87.8; 41.0; 24.2; 16.0; 37.5; 108.9; 70.1; 50.3 kcal/mol.